# 1
Density functional theory data (ωB97M-V with the def2-TZVPD basis set) for a molecular structure, C33H56InN6O3S2Si.

Values from the calculation:
- Kohn-Sham gap (eV) = 7.06
- charge = +1
- relative energy (zero: lowest compared OMol25 entry of this formula, charge and spin) (eV) = 0.237
- 2S+1 = 1

Positions of all 102 atoms, in Å:
In  -0.028  -0.683  0.354
C  -2.340  -0.753  -4.591
N  -1.897  0.524  -4.053
C  -1.939  1.668  -4.954
C  -1.563  0.625  -2.759
O  -1.540  -0.336  -1.996
C  -1.231  2.017  -2.238
O  -0.950  1.896  -0.872
C  -0.830  3.125  -0.204
C  -0.856  2.811  1.284
O  -0.734  1.653  1.660
N  -0.996  3.849  2.125
C  -1.072  3.609  3.561
C  -1.205  5.211  1.654
H  -3.286  -0.618  -5.116
H  -2.483  -1.456  -3.776
H  -1.603  -1.149  -5.293
H  -2.912  2.165  -4.935
H  -1.758  1.313  -5.967
H  -1.163  2.390  -4.716
H  -2.082  2.688  -2.411
H  -0.367  2.423  -2.782
H  -1.637  3.810  -0.481
H  0.124  3.614  -0.453
H  -0.868  2.560  3.755
H  -2.067  3.857  3.934
H  -0.335  4.224  4.077
H  -2.208  5.361  1.250
H  -0.469  5.491  0.901
H  -1.081  5.884  2.499
C  2.333  1.454  4.908
S  2.552  -0.259  4.376
C  2.191  -0.193  2.675
S  2.115  -1.716  1.876
N  2.049  0.970  2.091
N  1.723  0.801  0.777
C  2.224  1.597  -0.074
C  2.032  1.307  -1.501
C  2.637  2.110  -2.457
C  2.558  1.745  -3.790
C  1.889  0.576  -4.113
C  1.311  -0.159  -3.087
N  1.358  0.196  -1.807
H  3.297  1.916  5.103
H  1.816  2.002  4.122
H  1.736  1.445  5.816
H  2.890  2.402  0.229
H  3.174  2.999  -2.150
H  3.030  2.346  -4.556
H  1.824  0.225  -5.133
H  0.777  -1.073  -3.308
C  -0.967  -0.561  4.044
C  -2.320  -0.968  3.443
C  -3.072  -1.820  4.488
C  -3.148  0.307  3.244
Si  -2.077  -1.987  1.832
C  -3.650  -1.992  0.717
C  -3.463  -2.911  -0.495
C  -4.878  -2.474  1.516
C  -4.018  -0.605  0.174
C  -1.400  -3.758  2.200
C  -0.473  -3.831  3.426
C  -0.611  -4.333  1.026
C  -2.584  -4.702  2.498
H  -1.151  -0.029  4.987
H  -0.419  0.112  3.389
H  -0.324  -1.406  4.272
H  -3.202  -1.216  5.393
H  -2.531  -2.715  4.778
H  -4.064  -2.119  4.155
H  -3.143  0.865  4.189
H  -4.189  0.091  3.013
H  -2.736  0.952  2.474
H  -3.330  -3.957  -0.227
H  -2.611  -2.602  -1.097
H  -4.357  -2.848  -1.125
H  -4.750  -3.454  1.967
H  -5.732  -2.541  0.832
H  -5.154  -1.772  2.301
H  -3.217  -0.172  -0.408
H  -4.288  0.095  0.955
H  -4.893  -0.714  -0.478
H  0.416  -3.215  3.317
H  -0.140  -4.869  3.530
H  -0.973  -3.568  4.353
H  0.301  -3.770  0.864
H  -1.173  -4.356  0.094
H  -0.323  -5.363  1.268
H  -3.201  -4.355  3.327
H  -2.175  -5.676  2.786
H  -3.229  -4.867  1.639
C  1.844  -4.298  -3.156
C  2.672  -3.840  -2.146
C  2.160  -2.949  -1.216
N  0.903  -2.504  -1.251
C  0.111  -2.948  -2.232
C  0.535  -3.844  -3.198
H  2.211  -4.999  -3.895
H  3.699  -4.167  -2.069
H  2.774  -2.569  -0.410
H  -0.899  -2.563  -2.240
H  -0.151  -4.180  -3.963


# 2
Density functional theory data (ωB97M-V with the def2-TZVPD basis set) for 9 unconnected molecules or ions with the total composition C33H92N8O9 at a distorted geometry.

Values from the calculation:
- Kohn-Sham gap (eV) = 9.41
- SMILES string = COC[C@H](C)N.COC[C@H](C)N.COC[C@H](C)N.COC[C@H](C)N.COC[C@H](C)N.COC[C@H](C)N.COC[C@H](C)N.COC[C@H](C)N.CO
- relative energy (zero: lowest compared OMol25 entry of this formula, charge and spin) (eV) = 4.506
- 2S+1 = 1

Positions of all 142 atoms, in Å:
C  -7.878  2.642  4.591
C  -7.810  1.069  4.901
C  -6.427  0.335  4.674
O  -5.955  0.476  3.343
C  -4.664  -0.164  3.106
N  -8.402  0.992  6.289
H  -7.490  2.927  3.613
H  -7.349  3.291  5.289
H  -8.931  2.922  4.588
H  -8.491  0.632  4.171
H  -6.477  -0.705  4.997
H  -5.758  0.734  5.436
H  -4.583  -1.097  3.663
H  -3.826  0.452  3.432
H  -4.530  -0.325  2.036
H  -9.273  1.497  6.206
H  -8.710  0.055  6.505
C  -0.731  0.986  -5.782
C  -0.127  2.306  -5.340
C  -0.076  3.463  -6.462
O  0.509  2.988  -7.696
C  0.678  4.020  -8.638
N  -0.771  2.765  -4.122
H  -0.186  0.614  -6.650
H  -1.801  1.048  -5.978
H  -0.587  0.244  -4.996
H  0.863  1.933  -5.079
H  0.520  4.279  -6.054
H  -1.107  3.785  -6.607
H  1.224  4.882  -8.256
H  -0.338  4.369  -8.823
H  1.219  3.584  -9.478
H  -0.726  3.774  -4.124
H  -1.743  2.508  -4.220
C  -4.110  -3.729  -2.957
C  -3.493  -4.032  -4.346
C  -2.211  -4.820  -4.167
O  -1.186  -4.001  -3.673
C  -0.003  -4.644  -3.190
N  -4.474  -4.855  -5.000
H  -3.516  -2.946  -2.485
H  -4.096  -4.640  -2.358
H  -5.113  -3.309  -2.895
H  -3.427  -3.150  -4.984
H  -1.704  -5.178  -5.063
H  -2.359  -5.702  -3.544
H  0.822  -3.962  -2.987
H  0.427  -5.356  -3.894
H  -0.334  -5.151  -2.284
H  -4.120  -4.902  -5.945
H  -4.345  -5.760  -4.571
C  -6.608  3.906  -5.443
C  -6.414  2.434  -5.439
C  -6.200  1.843  -4.006
O  -5.265  2.624  -3.273
C  -5.211  2.149  -1.917
N  -7.605  1.805  -5.969
H  -6.805  4.193  -6.476
H  -5.765  4.435  -4.998
H  -7.482  4.246  -4.886
H  -5.539  2.093  -5.992
H  -5.850  0.811  -3.984
H  -7.132  1.839  -3.441
H  -6.112  2.395  -1.355
H  -4.372  2.574  -1.365
H  -5.104  1.066  -1.852
H  -7.479  0.831  -6.207
H  -7.820  2.036  -6.928
C  6.002  0.544  -1.562
C  6.545  -0.684  -0.871
C  8.067  -0.678  -0.539
O  8.365  0.439  0.360
C  9.637  0.332  0.995
N  5.723  -0.959  0.275
H  6.007  1.343  -0.821
H  4.938  0.445  -1.777
H  6.487  0.751  -2.516
H  6.162  -1.526  -1.448
H  8.712  -0.596  -1.414
H  8.277  -1.625  -0.042
H  10.490  0.652  0.397
H  9.765  -0.677  1.387
H  9.566  1.076  1.788
H  5.926  -1.882  0.631
H  5.856  -0.277  1.008
C  -1.081  -4.364  5.656
C  -0.897  -3.500  6.969
C  -0.371  -2.108  6.709
O  0.799  -2.201  5.841
C  1.564  -1.029  5.478
N  -2.054  -3.553  7.762
H  -0.092  -4.463  5.209
H  -1.638  -3.876  4.857
H  -1.333  -5.414  5.810
H  -0.111  -4.079  7.453
H  -0.084  -1.728  7.689
H  -1.107  -1.416  6.300
H  0.980  -0.266  4.963
H  2.280  -1.305  4.704
H  2.141  -0.610  6.303
H  -2.266  -4.519  7.971
H  -1.838  -3.063  8.618
C  5.138  -5.960  1.604
C  4.356  -5.251  2.759
C  5.319  -4.561  3.732
O  6.199  -5.368  4.516
C  5.577  -6.079  5.547
N  3.181  -4.450  2.403
H  5.562  -5.310  0.838
H  4.530  -6.680  1.058
H  5.968  -6.557  1.983
H  3.731  -6.008  3.233
H  4.737  -3.931  4.405
H  5.980  -3.951  3.116
H  6.270  -5.918  6.373
H  5.369  -7.132  5.356
H  4.649  -5.627  5.898
H  2.893  -4.090  3.301
H  3.453  -3.647  1.853
C  3.188  5.762  -0.961
C  3.580  5.616  0.515
C  3.733  7.006  1.198
O  4.857  7.663  0.577
C  5.317  8.780  1.274
N  2.535  4.933  1.287
H  3.866  6.305  -1.619
H  2.302  6.381  -1.105
H  2.923  4.827  -1.454
H  4.508  5.063  0.658
H  3.910  6.861  2.264
H  2.858  7.648  1.098
H  6.328  9.054  0.970
H  5.521  8.498  2.307
H  4.630  9.599  1.061
H  1.753  5.559  1.418
H  2.198  4.074  0.878
C  0.242  -0.460  -0.352
O  0.250  0.967  -0.347
H  -0.675  -0.909  -0.733
H  1.011  -0.684  -1.092
H  0.535  -0.844  0.625
H  0.034  1.217  -1.249


# 3
Density functional theory data (ωB97M-V with the def2-TZVPD basis set) for a molecular structure, C21H40Cl3N4O3PbSSi at a distorted geometry.

Values from the calculation:
- Kohn-Sham gap (eV) = 7.35
- charge = -1
- relative energy (zero: lowest compared OMol25 entry of this formula, charge and spin) (eV) = 0.150
- 2S+1 = 1

Positions of all 74 atoms, in Å:
C  2.541  -2.606  -2.196
C  1.844  -1.808  -3.245
H  2.040  -3.578  -2.095
H  2.567  -2.090  -1.225
H  3.579  -2.791  -2.514
C  1.730  -2.298  -4.500
C  2.246  -3.636  -4.909
H  1.264  -1.725  -5.301
H  1.840  -4.469  -4.317
H  3.342  -3.701  -4.858
H  1.955  -3.813  -5.949
Pb  1.039  -0.089  2.593
Cl  2.586  1.274  4.126
Cl  2.813  -0.864  0.934
C  -0.220  3.457  2.697
O  -0.889  2.518  3.149
N  -0.701  4.440  1.893
C  -2.106  4.477  1.515
C  0.204  5.330  1.181
H  0.868  3.544  2.893
H  -2.712  4.005  2.295
H  -2.284  3.969  0.551
H  -2.391  5.532  1.395
H  1.150  5.390  1.733
H  -0.256  6.322  1.110
H  0.406  4.958  0.163
H  -0.136  -4.729  4.008
H  -0.240  -3.656  1.130
C  -1.178  -4.863  3.680
C  -1.273  -3.975  1.375
N  -1.577  -3.793  2.785
H  -1.837  -4.875  4.560
C  -1.843  -2.557  3.251
O  -1.935  -1.552  2.546
H  -1.985  -3.403  0.767
H  -1.922  -2.489  4.357
H  -1.276  -5.801  3.123
H  -1.381  -5.047  1.177
O  0.385  -0.489  -1.804
C  1.382  -0.412  -2.838
C  -0.095  0.174  -4.823
C  0.983  0.492  -3.996
H  -0.569  -0.802  -4.712
C  -0.542  1.108  -5.762
H  2.266  0.044  -2.365
C  1.744  1.642  -4.238
H  -1.402  0.868  -6.386
C  0.116  2.328  -5.885
C  1.301  2.568  -5.177
H  2.670  1.755  -3.673
H  -0.273  3.078  -6.576
H  1.885  3.476  -5.347
Si  -0.921  0.513  -1.397
Cl  1.149  -2.437  3.837
C  -2.330  -0.008  -2.493
C  -0.619  2.366  -1.668
C  -1.373  0.515  0.398
H  -2.209  0.430  -3.489
H  -3.314  0.303  -2.117
H  -2.341  -1.097  -2.600
H  -1.445  -0.486  0.843
H  -2.340  1.005  0.593
H  -0.634  1.129  0.945
H  -0.375  2.589  -2.711
H  0.195  2.729  -1.029
H  -1.514  2.948  -1.410
N  -0.190  -1.234  7.178
C  0.023  0.006  6.673
N  0.831  0.804  7.410
S  -0.807  0.587  5.336
H  0.446  -1.600  7.874
H  -0.575  -1.902  6.521
H  1.169  1.630  6.932
H  1.455  0.378  8.082


# 4
Density functional theory data (ωB97M-V with the def2-TZVPD basis set) for a single C17H17NO5 molecule.

Values from the calculation:
- Kohn-Sham gap (eV) = 9.40
- SMILES string = COC(=O)c1ccc(NC(=O)[C@@H]2[C@@H](C(=O)O)[C@H]3C=C[C@@H]2C3)cc1
- relative energy (zero: lowest compared OMol25 entry of this formula, charge and spin) (eV) = 0.389
- 2S+1 = 1

Positions of all 40 atoms, in Å:
C  2.052  5.811  2.881
H  3.022  5.362  3.107
H  2.193  6.581  2.120
H  1.608  6.236  3.777
O  1.146  4.821  2.419
C  1.519  4.165  1.307
O  2.553  4.391  0.727
C  0.528  3.148  0.888
C  -0.655  2.935  1.590
C  -1.545  1.972  1.164
C  -1.269  1.198  0.036
C  -0.101  1.434  -0.689
C  0.790  2.396  -0.256
H  1.699  2.587  -0.805
H  0.106  0.886  -1.595
N  -2.220  0.250  -0.365
C  -2.090  -1.029  -0.821
O  -3.068  -1.617  -1.238
C  -0.737  -1.687  -0.681
H  0.052  -0.948  -0.563
C  -0.739  -2.654  0.546
C  0.707  -3.046  0.709
C  1.016  -3.853  -0.299
H  1.970  -4.283  -0.539
C  -0.221  -4.015  -1.146
H  -0.235  -4.861  -1.827
C  -1.314  -3.928  -0.077
H  -2.313  -3.790  -0.486
H  -1.301  -4.773  0.609
C  -0.436  -2.643  -1.848
C  0.733  -2.199  -2.684
O  1.268  -1.123  -2.618
O  1.120  -3.140  -3.550
H  1.868  -2.825  -4.082
H  -1.307  -2.722  -2.507
H  1.352  -2.657  1.474
H  -1.235  -2.251  1.426
H  -3.187  0.543  -0.275
H  -2.464  1.805  1.706
H  -0.869  3.524  2.468


# 5
Density functional theory data (ωB97M-V with the def2-TZVPD basis set) for a molecular structure, C22H20ClMnN5O5S2 at a distorted geometry.

Values from the calculation:
- <S²> = 8.82
- Kohn-Sham gap (alpha / beta) (eV) = 4.65 / 6.09
- charge = -2
- relative energy (zero: lowest compared OMol25 entry of this formula, charge and spin) (eV) = 0.501
- 2S+1 = 6

Positions of all 56 atoms, in Å:
Mn  0.246  -1.210  -0.654
N  1.811  -5.445  0.267
C  1.076  -4.309  0.594
S  1.739  -3.218  1.728
N  -0.110  -4.266  0.020
N  -0.749  -3.042  0.135
C  -2.032  -3.086  0.193
C  -2.896  -1.916  0.256
C  -4.269  -2.127  0.345
C  -5.169  -1.082  0.470
C  -4.679  0.218  0.518
C  -3.324  0.461  0.425
C  -2.407  -0.586  0.271
O  -1.141  -0.288  0.183
H  2.796  -5.326  0.472
H  1.605  -5.771  -0.666
H  -2.516  -4.071  0.198
H  -4.629  -3.150  0.313
H  -6.230  -1.278  0.527
H  -5.359  1.051  0.621
H  -2.937  1.468  0.450
Cl  7.265  0.593  0.029
C  5.514  0.395  0.104
C  4.789  1.217  0.949
C  3.400  1.044  0.987
C  2.746  0.098  0.224
O  1.434  0.000  0.299
C  3.513  -0.754  -0.644
C  2.933  -1.730  -1.444
O  1.681  -2.032  -1.528
C  4.920  -0.563  -0.676
H  5.279  1.959  1.557
H  2.809  1.664  1.644
H  3.582  -2.331  -2.090
H  5.519  -1.183  -1.329
O  -1.181  -2.438  -4.235
C  -0.617  -1.679  -3.478
O  -0.846  -1.565  -2.235
H  0.164  -0.981  -3.878
C  0.288  2.087  2.497
C  -0.208  2.691  1.221
C  -1.121  3.718  1.153
C  -1.528  4.103  -0.143
N  -1.083  3.548  -1.263
C  -0.184  2.524  -1.196
S  0.370  1.693  -2.509
N  0.252  2.154  0.056
C  -2.578  5.180  -0.294
H  -0.068  2.653  3.356
H  1.377  2.052  2.507
H  -0.064  1.055  2.560
H  -1.513  4.183  2.045
H  0.882  1.323  0.093
H  -2.509  5.924  0.497
H  -3.567  4.720  -0.240
H  -2.479  5.654  -1.265


- Look up the 2S+1 of the second one.
  1